No. 1
Below is C13H18BF2IN2O6 in the gas phase at a distorted geometry, with properties calculated with ωB97M-V with the def2-TZVPD basis set.

The geometry in XYZ format:
```
43
Properties=species:S:1:pos:R:3:forces:R:3
C -0.76936 4.52558 1.32291 -0.14 -0.89 -0.51
C -1.07123 3.65172 0.54899 0.04 0.72 0.49
C -1.51324 2.63469 -0.40184 0.00 0.04 -0.15
C -1.92366 1.33316 0.29118 -0.34 0.33 0.17
O -0.94137 0.69119 1.01296 0.07 0.06 -0.42
C 0.36059 0.50305 0.41059 0.28 -0.33 0.39
C 1.37768 1.44518 1.07174 -0.10 0.10 0.14
C 2.06661 2.37276 0.11409 -0.09 -0.04 -0.08
O 3.23931 2.61524 0.15391 0.36 0.09 0.00
C 0.75651 -0.95953 0.65342 -0.31 -0.06 -0.30
O 0.87527 -1.20439 2.05643 0.14 -0.09 -0.03
C -0.22070 -1.87959 2.60873 -0.04 0.15 0.01
I 0.31878 -2.49106 4.57425 0.00 -0.03 0.01
B 2.11653 -1.33842 -0.10796 0.47 -0.01 0.07
O 3.27416 -1.06132 0.54252 -0.17 0.38 -0.01
N 2.17375 -1.96502 -1.43533 -0.63 0.22 0.07
C 1.88121 -3.40836 -1.27141 0.25 0.04 -0.18
C 1.26547 -1.35982 -2.41249 -0.06 -0.04 0.12
N -2.48933 0.42960 -0.78875 0.29 -0.31 0.34
C -3.80550 0.84703 -1.16290 0.55 -0.02 -0.38
O -4.77580 0.82157 -0.50566 -0.48 0.00 0.32
F -3.80236 1.30900 -2.40452 -0.01 0.17 -0.29
C -2.53882 -0.93310 -0.36876 -0.24 0.16 0.05
O -2.83729 -1.37974 0.67732 0.13 -0.02 0.06
F -2.19328 -1.71627 -1.39641 -0.06 -0.08 -0.09
H -0.47031 5.23473 2.05463 0.00 0.13 -0.01
H -0.75067 2.44701 -1.16120 0.00 -0.04 0.06
H -2.37926 3.01862 -0.95041 0.02 0.01 0.05
H -2.72292 1.56805 1.00039 0.08 -0.20 0.10
H 0.31777 0.63995 -0.67656 -0.16 0.16 0.05
H 0.83899 2.05711 1.80131 0.00 0.04 -0.10
H 2.14278 0.90431 1.62773 -0.06 -0.07 -0.08
H 1.44670 2.85268 -0.67077 -0.14 -0.04 0.01
H -0.05707 -1.57379 0.23991 0.07 -0.06 0.07
H -0.46922 -2.78298 2.04855 0.00 0.02 0.04
H -1.09500 -1.23990 2.71631 0.02 -0.04 -0.04
H 4.00858 -1.00400 -0.08127 0.09 -0.41 0.07
H 2.70419 -4.00791 -1.66505 -0.04 -0.05 0.08
H 1.72840 -3.68118 -0.22075 0.07 -0.04 -0.04
H 0.97352 -3.68588 -1.81503 -0.01 0.04 0.09
H 1.36113 -1.86601 -3.37438 0.06 0.10 -0.02
H 0.20884 -1.42899 -2.11089 0.02 -0.03 -0.07
H 1.50201 -0.30127 -2.54713 0.09 -0.07 -0.10
```
Forces are in eV/Å.

Computed properties:
E = -43248.419 eV
Highest occupied orbital energy = -9.139 eV
M = 474.01 g/mol
Frontier orbital gap = 9.233 eV
Largest force on an atom = 1.0 eV/Å

Charges computed using natural (NBO), reported in e:
1. C -0.1916
2. C -0.0386
3. C -0.5282
4. C 0.2998
5. O -0.5229
6. C 0.0854
7. C -0.5703
8. C 0.4469
9. O -0.5075
10. C -0.2608
11. O -0.5595
12. C -0.1742
13. I 0.0745
14. B 1.1220
15. O -0.8607
16. N -0.7485
17. C -0.4136
18. C -0.4115
19. N -0.6269
20. C 0.9702
21. O -0.4856
22. F -0.3024
23. C 0.9846
24. O -0.4919
25. F -0.3173
26. H 0.2443
27. H 0.2434
28. H 0.2509
29. H 0.2053
30. H 0.1926
31. H 0.2703
32. H 0.2694
33. H 0.0958
34. H 0.1908
35. H 0.1850
36. H 0.2045
37. H 0.5062
38. H 0.2069
39. H 0.1963
40. H 0.1948
41. H 0.2081
42. H 0.1692
43. H 0.1944


No. 2
Below is a molecular structure, C13H18BF9N4O8PS2 at a distorted geometry, with properties calculated with ωB97M-V with the def2-TZVPD basis set.

The geometry in XYZ format:
```
56
Properties=species:S:1:pos:R:3:forces:R:3
C -0.80575 4.42899 -3.10507 0.86 -0.04 -0.16
N -0.76240 3.17177 -2.31842 -1.02 -0.15 -0.55
C -1.87156 3.08144 -1.33935 0.49 -0.08 0.78
B -0.64867 1.97217 -3.16707 -0.63 0.70 -0.40
O -1.44048 1.74889 -4.33240 0.73 -0.13 1.55
P 0.69936 0.64103 -2.68072 -1.00 -1.30 -0.50
N 1.58462 -0.04900 -4.04930 0.13 0.00 0.91
N 0.88671 0.13862 -1.02195 0.80 0.48 -0.94
C -0.59012 -0.79747 -2.92985 0.46 -0.09 -1.96
O -1.91165 -0.46951 -2.39741 0.53 -1.54 1.01
C -2.33364 -1.33107 -1.42743 -2.11 1.00 0.79
F -1.69989 -1.13462 -0.22646 -0.32 -0.85 -1.63
F -2.33259 -2.64327 -1.78845 0.63 1.37 0.54
F -3.65765 -1.01008 -1.18267 1.42 -0.37 -0.35
O 1.82330 1.96542 -2.50334 1.07 -0.70 1.46
C 3.00498 1.61782 -1.86574 1.59 0.18 0.71
O 3.87665 0.97233 -2.39687 -0.67 0.19 -0.21
C 3.31561 2.09686 -0.41429 -1.39 1.14 1.39
C 4.63860 1.98999 0.18058 -2.37 0.85 0.86
C 4.78136 2.43668 1.56472 -0.88 -0.22 -0.89
C 3.67410 2.95476 2.33586 -0.97 -0.19 -1.55
C 2.34011 3.09279 1.74016 2.12 -1.20 -1.51
C 2.19600 2.64909 0.36254 1.27 0.13 0.90
H -1.07805 5.26431 -2.41491 0.05 -0.60 -0.71
H -1.46496 4.36699 -4.01179 0.27 0.27 0.87
H 0.24780 4.61737 -3.46300 -1.06 -0.04 0.25
H -1.78083 3.96156 -0.64011 -0.32 -0.80 -0.74
H -1.70418 2.16916 -0.69625 -0.46 0.76 -0.69
H -2.89610 3.05474 -1.80850 0.78 0.01 0.50
H -2.33624 1.54175 -4.00515 0.19 0.25 -0.42
H 1.63523 -1.06221 -3.91040 0.07 0.29 -0.20
H 1.05792 0.09419 -4.91564 0.10 0.13 0.42
H 0.89685 -0.87133 -0.90521 -0.42 0.39 0.15
H 0.21063 0.59553 -0.41210 0.36 -0.26 -0.02
H -0.17346 -1.77929 -2.58912 -0.68 0.68 0.04
H -0.71892 -0.88738 -4.04749 -0.26 -0.07 1.16
H 5.45942 1.57019 -0.43561 -0.60 0.38 0.71
H 5.79104 2.33589 2.02420 -1.00 0.17 -0.28
H 3.78180 3.26577 3.39790 0.22 -0.35 -0.96
H 1.46589 3.48225 2.31513 0.99 -0.41 -0.57
H 1.19363 2.72943 -0.11950 1.04 -0.05 0.30
C -0.17567 -6.00603 4.99421 -0.28 -1.45 -0.30
F 0.85247 -6.35991 5.78196 -0.15 0.50 -0.09
F 0.06341 -6.53745 3.77849 0.04 0.36 0.18
F -1.26743 -6.63667 5.47093 0.17 0.36 0.02
S -0.40563 -4.19123 4.91981 0.97 0.17 0.74
O 0.82896 -3.69425 4.36555 -0.43 -0.22 -0.24
O -0.66386 -3.80426 6.28410 -0.33 -0.21 -0.37
N -1.65657 -4.20104 3.94416 0.34 0.77 0.29
S -2.22812 -2.76294 3.59916 -0.27 1.18 -0.18
O -1.39653 -1.92629 2.76565 -0.07 -0.58 0.08
O -2.90732 -2.07429 4.66799 0.07 -0.50 -0.10
C -3.57120 -3.32266 2.48812 -0.87 -0.97 -0.76
F -4.44303 -4.13617 3.11621 0.27 0.29 0.09
F -3.10038 -4.02002 1.43424 0.14 0.29 0.24
F -4.28358 -2.29938 1.98996 0.42 0.06 0.33
```
Forces are in eV/Å.

Computed properties:
Total charge = -1
E = -92207.949 eV
Highest occupied orbital energy = -6.577 eV
M = 635.21 g/mol
Frontier orbital gap = 8.333 eV
Largest force on an atom = 2.9 eV/Å

Charges computed using natural (NBO), reported in e:
1. C -0.4233
2. N -0.7928
3. C -0.4158
4. B 0.9856
5. O -0.9654
6. P 1.5854
7. N -1.0946
8. N -1.1437
9. C -0.4571
10. O -0.5553
11. C 1.1715
12. F -0.3171
13. F -0.3165
14. F -0.3342
15. O -0.8017
16. C 0.8075
17. O -0.5676
18. C -0.1510
19. C -0.1680
20. C -0.2330
21. C -0.2033
22. C -0.2245
23. C -0.1791
24. H 0.2046
25. H 0.1870
26. H 0.2098
27. H 0.2070
28. H 0.2102
29. H 0.1726
30. H 0.5123
31. H 0.3700
32. H 0.3910
33. H 0.4006
34. H 0.4169
35. H 0.1986
36. H 0.1888
37. H 0.2405
38. H 0.2162
39. H 0.2179
40. H 0.2243
41. H 0.2246
42. C 0.7046
43. F -0.3207
44. F -0.3254
45. F -0.3249
46. S 2.2357
47. O -0.9331
48. O -0.9324
49. N -1.2013
50. S 2.2351
51. O -0.9392
52. O -0.9324
53. C 0.7054
54. F -0.3242
55. F -0.3260
56. F -0.3202